(1)
DFT (the ωB97M-V functional and the def2-TZVPD basis) results for C10H12BrInNP as an isolated structure.

Atoms and positions in Å:
In (0.03, -0.57, -0.91)
Br (-0.82, -0.62, 5.05)
P (1.31, -2.76, 0.41)
N (-0.72, 0.48, 1.04)
C (-0.23, -0.27, -3.56)
C (-1.06, 0.32, 3.40)
C (-1.35, 1.66, 1.03)
C (0.48, -1.30, -2.94)
C (1.37, 1.06, -2.32)
C (0.07, 1.01, -2.97)
C (-1.61, 1.61, 3.43)
C (-1.75, 2.30, 2.20)
C (2.04, -0.20, -2.04)
C (-0.68, -0.24, 2.18)
H (-0.94, -0.29, -4.43)
H (3.15, -0.29, -1.71)
H (-1.56, 2.09, 0.05)
H (-0.53, 1.90, -3.28)
H (-0.32, -1.26, 2.14)
H (2.64, -2.47, 0.85)
H (-1.89, 2.08, 4.36)
H (1.77, 2.09, -2.10)
H (0.36, -2.34, -3.23)
H (1.63, -3.88, -0.47)
H (-2.16, 3.30, 2.16)
H (0.78, -3.42, 1.64)

Values from the calculation:
- Gap between HOMO and LUMO (spin up / spin down): 0.1875 / 0.1875 Eh
- HOMO energy (spin up / spin down): -5.081 / -5.080 eV
- Molar mass: 371.91 g/mol
- ΔE to the lowest compared entry with this formula, charge and spin: 100.9 kcal/mol
- Calculated total energy: -96551.529 eV

Results of the Löwdin charge analysis, in e, for atoms 1 through 6: 0.579 0.720 0.639 -0.089 -0.302 -0.645

=====

(2)
DFT (the ωB97M-V functional and the def2-TZVPD basis) results for C10H12BrLuNP as an isolated structure.

Atoms and positions in Å:
Lu (-0.74, -1.47, 0.55)
Br (0.67, -1.08, 5.38)
P (-0.38, -4.04, -0.64)
N (0.28, 0.14, 1.42)
C (0.32, -0.62, 2.60)
C (-0.79, 2.26, -2.81)
C (0.94, 1.35, 3.84)
C (0.54, 1.76, -2.82)
C (0.66, 0.00, 3.80)
C (0.58, 1.47, 1.47)
C (0.44, 0.34, -2.91)
C (-0.95, 0.02, -3.18)
C (0.90, 2.11, 2.66)
C (-1.67, 1.24, -3.27)
H (-1.34, -0.98, -3.31)
H (-1.06, 3.30, -2.66)
H (0.68, -4.91, -1.10)
H (1.20, 1.80, 4.80)
H (1.24, -0.37, -2.79)
H (0.09, -1.72, 2.52)
H (1.44, 2.34, -2.68)
H (-2.71, 1.36, -3.51)
H (0.52, 1.98, 0.52)
H (-0.52, -4.68, 0.67)
H (1.12, 3.18, 2.69)
H (-1.48, -4.77, -1.25)

Values from the calculation:
- Gap between HOMO and LUMO (spin up / spin down): 0.1416 / 0.1451 Eh
- HOMO energy (spin up / spin down): -5.437 / -5.444 eV
- Molar mass: 432.06 g/mol
- ΔE to the lowest compared entry with this formula, charge and spin: 37.1 kcal/mol
- Calculated total energy: -124998.876 eV

Results of the Löwdin charge analysis, in e, for atoms 1 through 6: 1.059 0.739 0.522 -0.197 -0.328 -0.215

=====

(3)
DFT (the ωB97M-V functional and the def2-TZVPD basis) results for one molecule with the formula C10H12BrNO2.

Atoms and positions in Å:
Br (-4.40, -0.87, 0.13)
O (-1.54, -1.28, -0.05)
O (1.51, -0.60, 0.67)
N (-0.69, 0.88, -0.71)
C (-2.99, 0.42, -0.16)
C (0.50, 0.32, -1.26)
C (-0.44, 1.66, 0.39)
C (0.92, -0.98, -0.62)
C (-1.75, 0.03, -0.34)
C (-0.30, -1.92, -0.53)
C (-3.48, 1.75, -0.11)
C (2.25, -1.65, 1.24)
C (-1.35, 2.63, 0.66)
C (-2.68, 2.82, 0.08)
H (2.92, -1.42, 2.08)
H (-0.09, -2.72, 0.23)
H (-3.24, 3.74, 0.25)
H (-1.17, 3.36, 1.37)
H (1.38, 1.08, -1.10)
H (0.37, 1.32, 1.14)
H (-4.61, 1.74, -0.25)
H (-0.56, -2.53, -1.37)
H (0.39, 0.26, -2.34)
H (1.63, -1.65, -1.19)
H (1.46, -2.38, 1.38)
H (2.99, -2.05, 0.59)

Values from the calculation:
- Gap between HOMO and LUMO: 0.3065 Eh
- HOMO energy: -7.686 eV
- Molar mass: 258.11 g/mol
- ΔE to the lowest compared entry with this formula, charge and spin: 103.5 kcal/mol
- Calculated total energy: -86188.119 eV
- SMILES: CO[C@H]1COC2=C(Br)C=CC=CN2C1

Results of the Löwdin charge analysis, in e, for atoms 1 through 6: 0.758 -0.063 -0.170 -0.061 -0.577 -0.109

=====

(4)
DFT (the ωB97M-V functional and the def2-TZVPD basis) results for a 2-piece molecular cluster, C10H12ClO2S overall.

Atoms and positions in Å:
Cl (0.42, -0.86, 2.17)
S (0.66, -2.25, -0.58)
O (0.27, -1.78, -1.90)
O (0.01, -3.49, -0.17)
C (-0.35, -1.07, 0.57)
C (-2.25, 0.34, 1.21)
C (-1.41, -0.22, 0.19)
C (-3.80, 1.19, -0.37)
C (4.11, -0.20, 0.20)
C (-3.07, 0.57, -1.43)
C (-3.37, 1.13, 0.95)
C (1.73, 0.66, -0.36)
C (2.84, 0.61, 0.61)
C (-1.90, -0.21, -1.14)
H (4.89, 0.31, 0.85)
H (-3.88, 1.53, 1.84)
H (1.57, 0.00, -1.13)
H (3.99, -1.23, 0.12)
H (-3.62, 0.64, -2.32)
H (2.99, 1.65, 0.85)
H (4.46, 0.07, -0.78)
H (1.25, 1.62, -0.42)
H (2.58, -0.12, 1.44)
H (-1.43, -0.55, -1.97)
H (-4.78, 1.57, -0.59)
H (-1.92, 0.07, 2.17)

Values from the calculation:
- Charge: -1
- Gap between HOMO and LUMO (spin up / spin down): 0.2514 / 0.2530 Eh
- HOMO energy (spin up / spin down): -3.560 / -3.914 eV
- Molar mass: 231.72 g/mol
- ΔE to the lowest compared entry with this formula, charge and spin: 97.8 kcal/mol
- Calculated total energy: -38013.812 eV

Results of the Löwdin charge analysis, in e, for atoms 1 through 6: 0.597 0.594 -0.533 -0.541 -0.611 -0.066

=====

(5)
DFT (the ωB97M-V functional and the def2-TZVPD basis) results for a 2-piece molecular cluster, C10H12F3N3PS overall.

Atoms and positions in Å:
S (4.03, 2.60, 0.69)
P (-1.04, 0.16, 1.13)
F (0.38, -3.44, 1.15)
F (-0.34, -2.22, 3.04)
F (1.62, -3.37, 3.07)
N (3.12, 1.16, 1.07)
N (-1.54, 0.60, 2.61)
N (-2.55, -0.65, -2.68)
C (1.57, -1.31, 1.81)
C (0.74, -2.62, 2.23)
C (-1.57, 0.04, -3.36)
C (-2.14, 1.17, -3.89)
C (1.70, 1.23, 0.93)
C (3.13, -1.29, 1.93)
C (3.87, 0.02, 1.55)
C (0.86, -0.02, 1.30)
C (-3.51, 1.17, -3.51)
C (-3.73, 0.04, -2.76)
H (-0.56, -0.34, -3.41)
H (-2.00, 1.53, 2.56)
H (-4.62, -0.34, -2.29)
H (3.74, -2.19, 2.32)
H (-4.25, 1.92, -3.76)
H (4.01, 3.37, 1.86)
H (-2.41, -1.52, -2.20)
H (5.01, 0.12, 1.62)
H (-1.63, 1.92, -4.48)
H (-1.40, 1.19, 0.19)
H (-1.65, -1.08, 0.69)
H (1.17, 2.17, 0.57)

Values from the calculation:
- Charge: +1
- Gap between HOMO and LUMO: 0.1755 Eh
- HOMO energy: -10.653 eV
- Molar mass: 294.26 g/mol
- Calculated total energy: -43298.585 eV

Results of the Löwdin charge analysis, in e, for atoms 1 through 6: 0.864 0.741 0.107 0.092 0.061 -0.467

=====

(6)
DFT (the ωB97M-V functional and the def2-TZVPD basis) results for a 2-piece molecular cluster, C10H12FN overall.

Atoms and positions in Å:
F (-1.71, 2.24, -0.17)
N (-1.17, -1.60, -1.67)
C (-0.18, 0.77, 0.73)
C (1.03, 0.03, 0.86)
C (2.22, 0.35, 0.37)
C (-0.46, 1.73, -0.18)
C (-0.45, -1.50, -2.68)
C (0.93, -1.28, 1.53)
C (-1.27, 0.35, 1.63)
C (-0.10, -1.68, 2.26)
C (0.31, 2.21, -1.32)
C (-1.13, -0.79, 2.30)
H (0.94, 1.34, -1.60)
H (-0.32, 2.21, -2.21)
H (-1.94, -1.02, -1.50)
H (0.30, -2.14, -3.16)
H (-0.24, -2.70, 2.68)
H (0.80, 3.24, -1.14)
H (-2.09, 1.01, 1.79)
H (-0.56, -0.61, -3.40)
H (2.43, 1.37, 0.19)
H (-1.97, -1.17, 2.92)
H (1.60, -2.01, 1.35)
H (3.03, -0.35, 0.43)

Values from the calculation:
- Gap between HOMO and LUMO: 0.2743 Eh
- HOMO energy: -7.415 eV
- Molar mass: 165.21 g/mol
- ΔE to the lowest compared entry with this formula, charge and spin: 79.8 kcal/mol
- Calculated total energy: -14768.294 eV
- SMILES: C=c1cccc/c1=C(/C)F.C=N

Results of the Löwdin charge analysis, in e, for atoms 1 through 6: 0.048 0.050 -0.140 -0.249 0.078 -0.293

=====

(7)
DFT (the ωB97M-V functional and the def2-TZVPD basis) results for a 2-piece molecular cluster, C10H12FN2O3 overall.

Atoms and positions in Å:
F (2.09, 2.86, 4.18)
O (2.64, -0.53, 4.33)
O (2.71, -1.02, 2.14)
O (2.22, 1.07, 2.81)
N (-3.44, 0.30, -3.94)
N (-0.42, -1.52, -1.57)
C (1.75, 1.56, 4.07)
C (-0.71, 1.04, -0.81)
C (2.50, 0.70, 5.05)
C (-1.24, 0.58, -2.01)
C (2.54, -0.24, 3.02)
C (-1.63, -1.35, -3.66)
C (-2.62, -0.51, -4.46)
C (0.11, -1.14, -0.41)
C (-1.11, -0.71, -2.39)
C (-0.03, 0.16, 0.01)
H (0.66, 1.46, 4.12)
H (-0.78, -1.68, -4.27)
H (-2.16, -2.27, -3.36)
H (-2.63, -0.68, -5.55)
H (1.96, 0.55, 5.98)
H (-0.29, -2.49, -1.85)
H (0.65, -1.86, 0.20)
H (-0.86, 2.08, -0.55)
H (-1.76, 1.28, -2.64)
H (0.37, 0.52, 0.95)
H (3.49, 1.10, 5.28)
H (-4.01, 0.73, -4.67)

Values from the calculation:
- Charge: +1
- Gap between HOMO and LUMO: 0.3495 Eh
- HOMO energy: -13.657 eV
- Molar mass: 227.22 g/mol
- Calculated total energy: -22398.339 eV

Results of the Löwdin charge analysis, in e, for atoms 1 through 6: 0.089 0.089 0.164 0.114 0.113 0.143

=====

(8)
DFT (the ωB97M-V functional and the def2-TZVPD basis) results for a 2-piece molecular cluster, C10H12FN2O7S overall.

Atoms and positions in Å:
S (0.86, 1.66, 1.23)
F (-0.24, 0.76, 0.39)
O (-2.21, -4.01, 0.12)
O (-1.31, -5.40, -1.43)
O (2.22, 1.40, 0.79)
O (0.01, -4.05, -0.35)
O (-1.36, 4.14, 2.42)
O (0.74, 1.18, 2.60)
O (-1.90, 3.17, 0.52)
N (0.44, 3.29, 1.22)
N (1.93, 6.07, -0.81)
C (0.25, -3.64, 2.04)
C (0.92, 3.29, -1.26)
C (0.24, -3.04, 0.65)
C (1.94, 5.43, -2.00)
C (-1.26, -4.44, -0.49)
C (-2.60, -5.96, -1.62)
C (-1.04, 3.53, 1.39)
C (0.96, 3.99, 0.02)
C (1.44, 5.34, 0.23)
C (1.46, 4.11, -2.36)
H (0.53, 2.26, -1.40)
H (-2.88, -6.55, -0.74)
H (0.52, -2.89, 2.78)
H (2.38, 6.02, -2.85)
H (-0.49, -2.24, 0.56)
H (-0.74, -4.04, 2.30)
H (1.22, -2.62, 0.43)
H (1.39, 5.79, 1.24)
H (-2.55, -6.62, -2.48)
H (-3.35, -5.19, -1.81)
H (1.52, 3.71, -3.41)
H (0.95, -4.47, 2.10)

Values from the calculation:
- Charge: -1
- Gap between HOMO and LUMO: 0.2784 Eh
- HOMO energy: -5.101 eV
- Molar mass: 323.28 g/mol
- Calculated total energy: -41430.439 eV

Results of the Löwdin charge analysis, in e, for atoms 1 through 6: 0.686 -0.202 0.126 -0.004 -0.286 0.034

=====

(9)
DFT (the ωB97M-V functional and the def2-TZVPD basis) results for C10H12FeI2N3O as an isolated structure.

Atoms and positions in Å:
I (-1.51, 2.91, -1.81)
I (-4.02, 0.46, -2.45)
Fe (-1.12, -0.06, -1.80)
O (0.86, 0.00, -1.57)
N (-1.06, -0.02, 0.42)
N (-1.13, -2.45, -1.75)
N (-0.31, -0.04, 2.48)
C (2.47, -0.03, 1.67)
C (4.13, -0.04, -0.08)
C (-3.63, 2.50, -1.82)
C (1.76, -0.01, -0.68)
C (3.15, -0.03, -1.04)
C (-1.66, -0.04, 2.56)
C (0.06, -0.02, 1.18)
C (1.43, -0.02, 0.74)
C (-2.11, -0.03, 1.26)
C (3.80, -0.04, 1.28)
H (-1.16, -2.89, -2.67)
H (5.17, -0.05, -0.38)
H (-1.90, -2.85, -1.23)
H (3.38, -0.05, -2.09)
H (-4.03, 2.65, -0.82)
H (0.31, -0.05, 3.28)
H (4.58, -0.05, 2.03)
H (-0.27, -2.77, -1.31)
H (-2.20, -0.06, 3.49)
H (2.26, -0.04, 2.72)
H (-4.12, 3.17, -2.53)
H (-3.13, -0.04, 0.91)

Values from the calculation:
- Charge: +2
- Gap between HOMO and LUMO (spin up / spin down): 0.2952 / 0.2208 Eh
- HOMO energy (spin up / spin down): -14.982 / -15.222 eV
- Molar mass: 499.88 g/mol
- ΔE to the lowest compared entry with this formula, charge and spin: 11.3 kcal/mol
- 2S+1: 6
- Calculated total energy: -67656.556 eV

Results of the Löwdin charge analysis, in e, for atoms 1 through 6: 0.914 0.896 0.580 -0.095 0.017 0.049

=====

(10)
DFT (the ωB97M-V functional and the def2-TZVPD basis) results for one molecule with the formula C10H12I2N2O6.

Atoms and positions in Å:
I (-4.30, -0.01, -4.35)
I (4.69, -4.55, 1.60)
O (2.75, -1.11, 2.30)
O (-3.14, 1.14, -1.23)
O (4.31, -1.34, 3.92)
O (3.38, 0.79, 1.17)
O (-5.05, 2.32, -0.82)
O (-2.63, 3.27, -1.99)
N (-1.06, 2.22, -0.89)
N (1.28, 0.02, 1.00)
C (-5.37, 0.11, -1.53)
C (2.55, -0.05, 1.48)
C (0.74, 1.08, 0.27)
C (-0.52, 1.13, -0.18)
C (-2.35, 2.24, -1.39)
C (5.91, -2.75, 1.96)
C (5.15, -1.45, 1.72)
C (-4.48, 1.35, -1.24)
C (4.04, -1.25, 2.74)
C (-5.92, 0.19, -2.95)
H (0.67, -0.75, 1.22)
H (6.77, -2.79, 1.27)
H (5.87, -0.61, 1.77)
H (4.74, -1.45, 0.68)
H (-1.14, 0.23, -0.09)
H (1.32, 1.97, 0.05)
H (6.32, -2.76, 3.00)
H (-0.47, 3.00, -1.09)
H (-6.19, 0.11, -0.80)
H (-6.44, 1.14, -3.11)
H (-4.82, -0.84, -1.40)
H (-6.63, -0.64, -3.09)

Values from the calculation:
- Gap between HOMO and LUMO: 0.3223 Eh
- HOMO energy: -8.599 eV
- Molar mass: 510.02 g/mol
- Calculated total energy: -42031.293 eV
- SMILES: O=C(CCI)OC(=O)N/C=C/NC(=O)OC(=O)CCI

Results of the Löwdin charge analysis, in e, for atoms 1 through 6: 0.806 0.710 0.130 0.091 0.150 0.113

=====

(11)
DFT (the ωB97M-V functional and the def2-TZVPD basis) results for an isolated ion of composition C10H12NO2 and charge +1.

Atoms and positions in Å:
O (-1.91, 2.65, -0.22)
O (0.16, 1.93, -0.25)
N (-1.09, 1.79, -0.17)
C (-1.43, 0.36, 0.00)
C (0.88, 0.02, -0.33)
C (-0.81, -1.91, -0.26)
C (1.70, 0.10, 0.91)
C (-0.45, -0.55, -0.26)
C (1.40, 0.15, -1.71)
C (-3.08, -1.32, 0.37)
C (2.67, 1.30, 0.93)
C (-2.69, 0.02, 0.38)
C (-2.09, -2.31, 0.03)
H (1.17, 0.05, 1.84)
H (1.32, 1.24, -2.07)
H (-4.16, -1.68, 0.39)
H (3.30, 1.41, 0.07)
H (-3.35, 0.78, 0.82)
H (-2.15, -3.37, 0.22)
H (-0.09, -2.71, -0.53)
H (2.52, -0.09, -1.75)
H (2.39, -0.87, 1.02)
H (0.69, -0.55, -2.37)
H (1.84, 2.16, 0.98)
H (3.26, 1.41, 1.96)

Values from the calculation:
- Charge: +1
- Gap between HOMO and LUMO (spin up / spin down): 0.2155 / 0.2369 Eh
- HOMO energy (spin up / spin down): -10.481 / -14.708 eV
- Molar mass: 178.21 g/mol
- ΔE to the lowest compared entry with this formula, charge and spin: 105.3 kcal/mol
- 2S+1: 3
- Calculated total energy: -16134.074 eV

Results of the Löwdin charge analysis, in e, for atoms 1 through 6: 0.143 0.001 -0.293 -0.075 -0.189 0.019

=====

(12)
DFT (the ωB97M-V functional and the def2-TZVPD basis) results for a 2-piece molecular cluster, C10H12NO3 overall.

Atoms and positions in Å:
O (2.69, 0.34, 1.49)
O (0.32, -1.36, 4.52)
O (1.79, -2.78, 3.63)
N (1.44, -1.64, 4.04)
C (-1.97, -1.02, 1.25)
C (-1.49, 1.35, 1.20)
C (2.36, -0.59, 3.85)
C (1.82, -0.50, 1.73)
C (-0.13, 1.06, 1.34)
C (3.79, -1.01, 3.87)
C (1.98, 0.65, 4.57)
C (-2.43, 0.31, 1.17)
C (0.32, -0.25, 1.52)
C (-0.62, -1.30, 1.40)
H (2.05, -1.57, 1.85)
H (-2.70, -1.83, 1.23)
H (-0.27, -2.32, 1.43)
H (1.67, 0.44, 5.60)
H (-3.50, 0.53, 1.11)
H (-1.82, 2.38, 1.15)
H (1.13, 1.17, 4.08)
H (4.00, -1.68, 4.72)
H (4.43, -0.13, 3.98)
H (0.61, 1.88, 1.30)
H (2.83, 1.34, 4.61)
H (4.08, -1.55, 2.95)

Values from the calculation:
- Charge: -1
- Gap between HOMO and LUMO: 0.2455 Eh
- HOMO energy: -3.149 eV
- Molar mass: 194.21 g/mol
- ΔE to the lowest compared entry with this formula, charge and spin: 30.0 kcal/mol
- Calculated total energy: -18194.829 eV

Results of the Löwdin charge analysis, in e, for atoms 1 through 6: -0.070 -0.065 -0.089 -0.438 -0.099 -0.105

=====

| no. | strongest force on any atom (eV/A) |
| --- | --- |
| 1 | 3.28 |
| 2 | 3.19 |
| 3 | 3.57 |
| 4 | 4.92 |
| 5 | 4.53 |
| 6 | 5.08 |
| 7 | 1.58 |
| 8 | 5.47 |
| 9 | 1.44 |
| 10 | 4.68 |
| 11 | 6.05 |
| 12 | 3.12 |